No. 1
C25H30AuN4O7 as an isolated structure, computed with the ωB97M-V functional and the def2-TZVPD basis.

Structure (XYZ):
```
67
Properties=species:S:1:pos:R:3:nbo_charge:R:1
Au -0.235 -2.248 -0.006 1.18
O -0.498 -1.802 4.108 -0.62
C -0.081 -2.222 2.943 0.83
O -0.971 -2.476 2.107 -0.67
C 1.404 -2.514 2.645 -0.20
O 1.479 -3.508 1.607 -0.53
C 0.879 -4.714 1.857 -0.09
C -1.544 -5.634 3.491 1.02
O -1.867 -6.055 2.438 -0.50
O -1.095 -5.239 4.489 -0.51
H -1.481 -1.651 4.151 0.53
H 1.969 -2.852 3.556 0.25
H 1.934 -1.612 2.133 0.28
H 0.252 -4.810 2.811 0.15
H 1.341 -5.540 1.251 0.20
C -0.582 -1.084 -4.613 -0.62
C 0.735 -1.976 -4.592 -0.25
N 1.742 -1.560 -3.677 -0.38
C 3.028 -1.116 -4.189 -0.20
C 2.972 0.398 -4.380 -0.61
C 1.497 -1.598 -2.347 0.54
C 2.532 -1.146 -1.360 -0.68
N 0.414 -2.201 -1.919 -0.82
H -1.400 -1.588 -5.115 0.23
H -0.452 -0.202 -5.139 0.22
H -0.834 -0.909 -3.587 0.24
H 1.104 -1.787 -5.593 0.23
H 0.548 -3.053 -4.541 0.21
H 3.177 -1.551 -5.195 0.22
H 3.839 -1.362 -3.589 0.21
H 2.251 0.505 -5.158 0.21
H 3.815 0.819 -4.742 0.22
H 2.559 0.942 -3.584 0.21
H 3.427 -1.801 -1.246 0.26
H 2.026 -1.086 -0.408 0.23
H 2.897 -0.148 -1.596 0.25
H -0.190 -2.511 -2.650 0.40
O -2.020 -0.157 -1.924 -0.64
C -1.665 0.309 -0.847 0.78
N -2.030 1.533 -0.245 -0.63
C -1.216 1.873 0.900 -0.03
C -0.384 0.620 1.017 0.71
O 0.425 0.370 1.858 -0.63
N -0.811 -0.277 0.036 -0.74
C -2.073 1.978 2.206 -0.06
C -3.255 1.312 2.399 -0.16
C -3.851 1.247 3.709 -0.22
C -3.359 2.044 4.736 -0.22
C -2.291 2.834 4.476 -0.20
C -1.596 2.758 3.243 -0.19
C -0.375 3.112 0.527 -0.03
C 1.009 2.988 0.343 -0.20
C 1.686 4.051 -0.159 -0.21
C 0.949 5.233 -0.424 -0.18
C -0.407 5.401 -0.290 -0.20
C -1.061 4.270 0.163 -0.20
H -2.107 2.314 -0.893 0.41
H -3.603 0.683 1.608 0.22
H -4.695 0.554 3.933 0.22
H -3.819 2.054 5.745 0.23
H -1.882 3.478 5.271 0.22
H -0.716 3.433 3.138 0.23
H 1.440 2.073 0.450 0.21
H 2.726 4.091 -0.178 0.22
H 1.495 6.131 -0.746 0.21
H -0.937 6.224 -0.620 0.23
H -2.167 4.358 0.207 0.22
```

Results
- 2S+1: 3
- Electronic energy: -1851.73394 hartree
- Largest force on an atom: 3.40 eV/A
- LUMO energy (spin up / spin down): -2.4 / -4.8 eV
- Charge: +1
- Frontier orbital gap (spin up / spin down): 8.49 / 6.52 eV
- Relative energy (zero: lowest compared OMol25 entry of this formula, charge and spin): 0.0 kJ/mol

=====

No. 2
C25H30BrMnN4O4PS2 as an isolated structure, computed with the ωB97M-V functional and the def2-TZVPD basis.

Structure (XYZ):
```
68
Properties=species:S:1:pos:R:3:nbo_charge:R:1
Mn -0.320 -0.144 -1.245 0.05
S -2.228 1.005 -1.864 -0.10
C -2.857 -0.016 -3.127 -0.32
C -4.142 0.330 -3.632 0.27
N -5.183 0.644 -4.013 -0.32
C -2.181 -1.097 -3.616 -0.30
S -0.588 -1.538 -3.097 -0.12
C -2.784 -1.938 -4.596 0.27
N -3.280 -2.642 -5.362 -0.32
Br 7.204 -1.103 -1.747 0.08
C 5.344 -1.181 -1.388 -0.08
C 4.900 -1.676 -0.174 -0.23
C 3.542 -1.741 0.078 -0.24
C 2.607 -1.317 -0.876 0.19
C 3.087 -0.801 -2.081 -0.21
C 4.442 -0.735 -2.342 -0.22
N 1.221 -1.387 -0.661 -0.42
C 0.776 -2.429 -0.026 0.07
C -0.620 -2.609 0.172 0.19
C -1.152 -3.757 0.770 -0.21
C -2.515 -3.926 0.817 -0.17
C -3.326 -2.929 0.280 -0.21
C -2.733 -1.803 -0.260 0.06
N -1.416 -1.632 -0.320 -0.44
H 5.605 -2.005 0.577 0.23
H 3.206 -2.086 1.048 0.22
H 2.377 -0.492 -2.836 0.24
H 4.796 -0.347 -3.286 0.24
H 1.457 -3.228 0.249 0.20
H -0.473 -4.501 1.166 0.22
H -2.956 -4.813 1.251 0.23
H -4.403 -3.015 0.283 0.24
H -3.340 -0.999 -0.657 0.25
C 2.306 0.989 3.246 -0.63
C 1.450 0.119 2.347 -0.05
O 0.177 0.732 2.172 -0.86
P -0.669 0.906 0.793 1.97
O -2.124 0.692 1.432 -0.86
C -2.485 -0.014 2.623 -0.05
C -3.585 0.763 3.319 -0.62
O -0.683 2.487 0.534 -0.85
C -1.374 3.476 1.315 -0.06
C -0.505 4.016 2.437 -0.64
H 3.285 0.527 3.379 0.22
H 1.834 1.104 4.221 0.22
H 2.437 1.977 2.804 0.21
H 1.295 -0.864 2.803 0.17
H 1.943 -0.030 1.385 0.18
H -1.615 -0.118 3.270 0.19
H -2.837 -1.008 2.343 0.17
H -3.227 1.755 3.594 0.21
H -3.902 0.238 4.221 0.22
H -4.443 0.872 2.656 0.22
H -2.295 3.046 1.707 0.19
H -1.635 4.262 0.608 0.20
H -0.120 3.196 3.042 0.21
H -1.095 4.673 3.076 0.22
H 0.340 4.580 2.039 0.21
C 2.230 2.056 -0.525 -0.24
O 1.622 2.088 -1.811 -0.52
C 0.717 1.214 -2.185 0.48
C 0.480 1.465 -3.652 -0.76
H 1.852 2.887 0.066 0.21
H 3.303 2.154 -0.676 0.20
H 2.012 1.119 -0.017 0.17
H 1.089 2.304 -3.995 0.21
H -0.571 1.679 -3.832 0.27
H 0.724 0.567 -4.224 0.26
```

Results
- 2S+1: 2
- Electronic energy: -6353.37686 hartree
- Largest force on an atom: 1.61 eV/A
- LUMO energy (spin up / spin down): -1.5 / -1.5 eV
- Frontier orbital gap (spin up / spin down): 5.24 / 5.37 eV
- Relative energy (zero: lowest compared OMol25 entry of this formula, charge and spin): 32.6 kJ/mol

=====

No. 3
A 17-piece molecular cluster, C25H30Cl48IOP2 overall, computed with the ωB97M-V functional and the def2-TZVPD basis.

Structure (XYZ):
```
107
Properties=species:S:1:pos:R:3:mulliken_charge:R:1
C -6.498 0.956 3.708 -1.40
C -6.649 0.533 2.201 0.83
C -7.720 -0.397 1.853 -0.76
C -7.840 -0.813 0.447 -0.47
C -6.957 -0.356 -0.611 -0.65
C -5.885 0.572 -0.277 -0.69
C -5.769 0.981 1.122 0.61
C -4.585 1.952 1.523 -0.64
P -3.259 0.829 2.284 0.12
I -3.070 -1.272 1.027 0.12
P -1.336 1.861 2.528 0.32
C -0.333 0.659 3.577 -0.40
O -0.541 1.975 1.036 -0.28
H -7.454 0.718 4.255 0.40
H -6.335 2.059 3.814 0.33
H -5.702 0.365 4.237 0.25
H -8.399 -0.788 2.645 0.35
H -8.666 -1.516 0.202 0.34
H -7.104 -0.744 -1.641 0.40
H -5.137 0.962 -1.010 0.42
H -4.194 2.536 0.656 0.61
H -5.003 2.604 2.337 0.27
H -3.722 0.577 3.617 0.15
H -1.029 0.313 4.400 0.02
H 0.528 1.161 4.079 0.23
H -0.029 -0.205 2.923 0.18
H -1.193 2.170 0.329 0.24
C -0.147 1.469 7.685 -0.09
Cl -1.438 0.647 6.795 -0.12
Cl 1.423 0.968 7.058 -0.04
Cl -0.331 3.223 7.575 -0.13
H -0.215 1.183 8.730 0.39
C 0.379 4.503 -1.570 0.19
Cl -0.904 3.693 -2.484 0.01
Cl 1.968 3.978 -2.133 -0.12
Cl 0.222 6.257 -1.697 -0.11
H 0.280 4.228 -0.524 0.06
C 3.606 0.043 2.821 0.38
Cl 3.606 -0.238 4.566 -0.11
Cl 2.627 -1.174 1.995 -0.05
Cl 3.012 1.670 2.455 -0.10
H 4.629 -0.038 2.458 -0.13
C 6.791 -2.576 1.472 0.05
Cl 6.794 -2.862 3.214 -0.11
Cl 5.801 -3.781 0.647 0.00
Cl 6.208 -0.946 1.109 -0.13
H 7.811 -2.663 1.111 0.22
C 10.437 -4.056 4.201 0.18
Cl 10.129 -3.948 2.462 -0.13
Cl 10.629 -5.741 4.693 -0.11
Cl 11.863 -3.113 4.639 -0.12
H 9.580 -3.643 4.724 0.18
C -3.182 1.711 -5.357 0.19
Cl -4.861 1.597 -5.889 -0.12
Cl -2.379 3.083 -6.122 -0.13
Cl -3.096 1.850 -3.592 -0.07
H -2.667 0.805 -5.654 0.11
C -3.133 -0.612 -8.954 0.05
Cl -4.465 0.442 -9.436 -0.09
Cl -1.579 0.138 -9.328 -0.09
Cl -3.237 -0.997 -7.228 -0.14
H -3.209 -1.538 -9.514 0.29
C -4.375 6.421 -6.694 0.29
Cl -6.056 6.298 -7.227 -0.14
Cl -3.580 7.802 -7.457 -0.13
Cl -4.290 6.547 -4.933 -0.08
H -3.854 5.518 -6.996 0.05
C -1.701 -0.448 -13.233 0.06
Cl -0.176 -0.436 -12.339 -0.12
Cl -1.480 -1.174 -14.827 -0.12
Cl -2.954 -1.311 -12.330 -0.11
H -2.025 0.579 -13.368 0.29
C 4.804 -6.174 -2.087 0.09
Cl 4.058 -4.909 -3.070 -0.07
Cl 3.928 -6.370 -0.563 -0.14
Cl 4.860 -7.700 -2.973 -0.13
H 5.822 -5.873 -1.859 0.24
C 2.478 4.454 9.741 0.33
Cl 3.624 3.164 9.356 -0.12
Cl 1.653 4.117 11.268 -0.12
Cl 3.298 6.016 9.808 -0.12
H 1.733 4.493 8.954 0.03
C 5.424 -8.936 1.998 0.11
Cl 6.544 -10.230 1.556 -0.15
Cl 4.633 -9.297 3.536 -0.13
Cl 6.267 -7.386 2.081 -0.08
H 4.661 -8.868 1.229 0.22
C 8.065 -13.538 2.279 0.62
Cl 9.648 -13.549 3.062 -0.12
Cl 8.170 -14.220 0.652 -0.12
Cl 6.882 -14.421 3.250 -0.12
H 7.734 -12.508 2.194 -0.23
C 0.972 8.559 1.526 0.14
Cl 2.126 7.260 1.204 -0.10
Cl 0.076 8.241 3.017 -0.12
Cl 1.797 10.116 1.616 -0.12
H 0.263 8.596 0.704 0.20
C 1.962 -1.012 -1.986 0.04
Cl 3.547 -1.007 -1.206 0.00
Cl 2.066 -1.706 -3.607 -0.11
Cl 0.785 -1.899 -1.004 -0.10
H 1.624 0.016 -2.076 0.19
C -7.564 6.538 -2.153 0.02
Cl -8.833 7.759 -2.019 -0.12
Cl -7.127 6.272 -3.842 -0.04
Cl -6.142 7.013 -1.211 -0.13
H -7.944 5.606 -1.747 0.27
```

Results
- 2S+1: 1
- Electronic energy: -24115.11004 hartree
- Largest force on an atom: 2.90 eV/A
- LUMO energy: -4.3 eV
- Charge: +1
- Frontier orbital gap: 7.61 eV

=====

Question: Look up the largest force on an atom of the first one.
Answer: 3.40 eV/A